Here is a single C4H5NO2 molecule from the OMol25 dataset. Energies are from the ωB97M-V functional and the def2-TZVPD basis.

Results
Structure (SMILES) = [H]/N=C(/C=O)C(C)=O
ΔE to the lowest compared entry with this formula, charge and spin = 389.8 kJ/mol
Charge = 0
Max |F| = 0.08193 hartree/bohr

```
12
C4H5NO2, DFT the ωB97M-V functional and the def2-TZVPD basis
O -0.23 -1.14 -1.64
O -3.03 0.47 0.41
N -0.20 2.05 0.32
C 1.41 -0.81 0.09
C -1.86 0.24 0.51
C -0.73 0.98 -0.09
C 0.08 -0.63 -0.60
H 2.21 -0.63 -0.64
H -1.35 -0.86 0.42
H 1.54 -0.12 0.92
H 0.69 2.26 -0.15
H 1.48 -1.83 0.45
```

Here is a single C4H5NO2 molecule from the OMol25 dataset. Energies are from the ωB97M-V functional and the def2-TZVPD basis.

Results
Structure (SMILES) = NC1=CCOC1=O
ΔE to the lowest compared entry with this formula, charge and spin = 21.0 kJ/mol
Charge = 0
Max |F| = 0.00893 hartree/bohr

```
12
C4H5NO2, DFT the ωB97M-V functional and the def2-TZVPD basis
O -0.29 0.85 1.50
O -2.29 0.55 0.50
N -0.89 -0.69 -1.65
C 1.03 -0.15 -0.15
C 1.07 0.51 1.20
C -1.09 0.42 0.51
C -0.25 -0.22 -0.54
H 1.43 -0.16 1.99
H -0.43 -1.31 -2.29
H 1.91 -0.49 -0.67
H -1.90 -0.74 -1.59
H 1.66 1.43 1.23
```

Here is 3 unconnected molecules or ions with the total composition C4H5NO2 from the OMol25 dataset. Energies are from the ωB97M-V functional and the def2-TZVPD basis.

Results
ΔE to the lowest compared entry with this formula, charge and spin = 914.6 kJ/mol
Charge = 0
Max |F| = 0.04183 hartree/bohr

```
12
C4H5NO2, DFT the ωB97M-V functional and the def2-TZVPD basis
O -1.24 -0.36 1.42
O 1.51 1.86 1.63
N 1.29 0.03 0.17
C -0.99 -0.67 0.02
C 1.20 0.94 0.98
C 0.44 -1.01 -0.31
C -1.27 0.66 0.62
H -1.15 1.67 -1.33
H -1.78 -1.22 -0.47
H 0.78 -1.93 0.16
H 0.53 -1.17 -1.40
H 0.68 1.22 -1.49
```

Here is 2 unconnected molecules or ions with the total composition C4H5NO2 from the OMol25 dataset. Energies are from the ωB97M-V functional and the def2-TZVPD basis.

Results
Structure (SMILES) = OC1=NC1.C=C=O
ΔE to the lowest compared entry with this formula, charge and spin = 417.9 kJ/mol
Charge = 0
Max |F| = 0.09575 hartree/bohr

```
12
C4H5NO2, DFT the ωB97M-V functional and the def2-TZVPD basis
O -2.15 -0.48 0.22
O 1.72 -0.69 0.06
N 0.59 1.42 0.66
C -1.29 -0.60 -2.06
C -1.70 -0.46 -0.87
C 0.91 0.20 0.67
C 0.58 0.75 2.06
H 1.52 0.98 2.59
H -0.34 0.48 2.59
H -1.94 -0.49 -3.00
H 2.37 -0.30 -0.54
H -0.27 -0.82 -2.38
```

Here is a single C4H5NO2 molecule from the OMol25 dataset. Energies are from the ωB97M-V functional and the def2-TZVPD basis.

Results
Structure (SMILES) = COc1cnoc1
ΔE to the lowest compared entry with this formula, charge and spin = 390.5 kJ/mol
Charge = 0
Max |F| = 0.11864 hartree/bohr

```
12
C4H5NO2, DFT the ωB97M-V functional and the def2-TZVPD basis
O -1.50 -0.65 -0.28
O 1.74 0.80 -0.01
N 2.02 -0.54 0.09
C -0.22 -0.06 -0.12
C 0.83 -1.10 0.14
C -2.52 0.24 0.21
C 0.48 1.07 -0.09
H 0.13 2.18 -0.07
H 0.76 -2.24 0.03
H -2.07 0.82 1.21
H -3.52 -0.20 0.29
H -2.75 1.08 -0.59
```

Here is a single C4H5NO2 molecule from the OMol25 dataset. Energies are from the ωB97M-V functional and the def2-TZVPD basis.

Results
Structure (SMILES) = C=NC(=C)OC=O
ΔE to the lowest compared entry with this formula, charge and spin = 349.4 kJ/mol
Charge = 0
Max |F| = 0.03832 hartree/bohr

```
12
C4H5NO2, DFT the ωB97M-V functional and the def2-TZVPD basis
O -1.24 -2.05 -0.48
O -0.09 -0.16 -1.53
N 1.44 0.71 -0.09
C 2.10 0.15 0.82
C -1.39 -0.99 -0.99
C 0.13 0.47 -0.40
C -0.96 0.70 0.42
H -1.83 1.19 0.01
H 1.71 -0.66 1.45
H -2.20 -0.65 -1.65
H 3.14 0.44 0.97
H -0.81 0.85 1.48
```

Here is a single C4H5NO2 molecule from the OMol25 dataset. Energies are from the ωB97M-V functional and the def2-TZVPD basis.

Results
Structure (SMILES) = Cc1ocnc1O
ΔE to the lowest compared entry with this formula, charge and spin = 59.9 kJ/mol
Charge = 0
Max |F| = 0.00700 hartree/bohr

```
12
C4H5NO2, DFT the ωB97M-V functional and the def2-TZVPD basis
O 0.65 -1.30 -0.16
O 0.00 2.11 0.20
N 1.81 0.58 -0.06
C 0.47 0.86 0.05
C -1.71 -0.60 0.05
C -0.26 -0.28 -0.01
C 1.85 -0.70 -0.18
H -2.28 0.16 -0.50
H 2.72 -1.33 -0.30
H 0.77 2.70 0.25
H -2.10 -0.62 1.07
H -1.91 -1.57 -0.41
```

Here is a single C4H5NO2 molecule from the OMol25 dataset. Energies are from the ωB97M-V functional and the def2-TZVPD basis.

Results
Structure (SMILES) = O=CN1C=CCO1
ΔE to the lowest compared entry with this formula, charge and spin = 267.2 kJ/mol
Charge = 0
Max |F| = 0.02901 hartree/bohr

```
12
C4H5NO2, DFT the ωB97M-V functional and the def2-TZVPD basis
O -0.20 -1.19 -0.01
O 2.99 0.27 0.05
N 0.77 -0.18 -0.05
C 0.14 1.08 -0.05
C -1.48 -0.57 0.03
C 2.09 -0.53 -0.02
C -1.19 0.91 0.03
H 0.72 1.98 -0.05
H -1.95 1.66 0.04
H 2.19 -1.61 -0.03
H -2.02 -0.93 0.91
H -2.07 -0.89 -0.85
```

Here is a molecular structure, C4H5NO2 from the OMol25 dataset. Energies are from the ωB97M-V functional and the def2-TZVPD basis.

Results
ΔE to the lowest compared entry with this formula, charge and spin = 178.3 kJ/mol
Charge = 0
Max |F| = 0.01285 hartree/bohr

```
12
C4H5NO2, DFT the ωB97M-V functional and the def2-TZVPD basis
O 0.26 -1.76 -0.61
O 2.27 -0.67 -0.96
N 0.45 1.28 1.01
C -0.67 -1.02 0.21
C 1.13 -0.69 -0.61
C 0.18 0.23 0.11
C -1.19 0.12 -0.56
H -1.93 0.74 -0.06
H -1.10 -1.53 1.06
H -1.29 0.04 -1.64
H 1.29 1.10 1.54
H 0.58 2.15 0.51
```

Here is 2 unconnected molecules or ions with the total composition C4H5NO2 from the OMol25 dataset. Energies are from the ωB97M-V functional and the def2-TZVPD basis.

Results
ΔE to the lowest compared entry with this formula, charge and spin = 480.8 kJ/mol
Charge = 0
Max |F| = 0.11000 hartree/bohr

```
12
C4H5NO2, DFT the ωB97M-V functional and the def2-TZVPD basis
O 1.67 -0.36 1.97
O 0.99 -1.44 0.15
N 0.11 -0.14 -1.56
C -0.15 0.67 0.76
C -0.37 0.79 -0.70
C 0.93 -0.34 1.04
C 0.37 -1.23 -0.98
H 0.19 1.63 1.16
H -1.70 0.21 -0.79
H -1.05 0.38 1.34
H -0.67 -1.89 -1.17
H -0.31 1.73 -1.25
```

Here is a single C4H5NO2 molecule from the OMol25 dataset. Energies are from the ωB97M-V functional and the def2-TZVPD basis.

Results
Structure (SMILES) = [H]/N=C1\CCOC1=O
ΔE to the lowest compared entry with this formula, charge and spin = 141.6 kJ/mol
Charge = 0
Max |F| = 0.07809 hartree/bohr

```
12
C4H5NO2, DFT the ωB97M-V functional and the def2-TZVPD basis
O -1.34 -1.41 1.09
O -1.46 -0.43 3.14
N 0.52 1.51 1.99
C -0.08 0.56 1.46
C -0.59 -1.17 -0.12
C 0.00 0.26 -0.03
C -1.08 -0.48 2.05
H -0.76 1.14 -0.33
H -1.20 -1.40 -1.04
H 1.20 1.92 1.41
H 0.95 0.40 -0.42
H 0.17 -1.92 -0.10
```

Here is 2 unconnected molecules or ions with the total composition C4H5NO2 from the OMol25 dataset. Energies are from the ωB97M-V functional and the def2-TZVPD basis.

Results
ΔE to the lowest compared entry with this formula, charge and spin = 418.0 kJ/mol
Charge = 0
Max |F| = 0.02827 hartree/bohr

```
12
C4H5NO2, DFT the ωB97M-V functional and the def2-TZVPD basis
O 0.64 2.16 1.20
O -1.58 -2.91 -0.85
N -0.19 0.46 -0.12
C -1.31 -1.80 -1.01
C 0.26 -0.92 0.50
C -0.30 1.64 0.66
C 1.13 -0.15 -0.40
H 1.20 -0.46 -1.44
H -1.34 1.99 0.75
H -0.94 0.25 -0.79
H 1.95 0.47 -0.05
H 0.48 -0.72 1.56
```